(1)
Entry from the Open Molecules 2025 dataset: a cluster of 2 separate species, C6H11NO4S in total (the ωB97M-V functional and the def2-TZVPD basis).

Calculated values
- Relative energy (zero: lowest compared OMol25 entry of this formula, charge and spin): 165.0 kcal/mol
- Lowest unoccupied orbital energy (alpha / beta): -0.0167 / -0.0166 Ha
- HOMO-LUMO gap (alpha / beta): 7.6 / 7.6 eV
- Maximum force: 0.0754 Eh/bohr
- E_HOMO (alpha / beta): -8.0 / -8.0 eV

Last column: Mulliken charge in e.
Cartesian coordinates (Å):
1 S -1.31 -3.06 -2.17  -0.212
2 O 1.60 -0.05 -3.97  -0.698
3 O -0.13 0.78 -3.07  -0.716
4 O -0.78 -1.62 -0.02  -0.498
5 O 0.66 0.75 -0.80  -0.173
6 N 1.02 0.37 -3.00  1.037
7 C -1.40 -1.65 -1.05  0.673
8 C 2.05 0.25 1.13  -1.066
9 C -0.39 0.93 1.37  -1.058
10 C -2.29 -0.64 -1.68  -1.203
11 C 1.48 0.32 -1.74  -0.540
12 C 0.79 0.67 0.45  0.955
13 H 2.45 1.01 1.75  0.348
14 H -2.71 0.08 -0.96  0.267
15 H 2.44 -0.15 -1.54  0.376
16 H 1.87 -0.70 1.71  0.287
17 H -3.09 -1.28 -1.98  0.532
18 H -1.40 0.83 0.83  0.082
19 H -0.06 -3.30 -1.81  0.138
20 H -1.89 -0.25 -2.68  0.304
21 H -0.12 1.84 1.78  0.529
22 H 2.81 0.09 0.24  0.307
23 H -0.35 0.14 2.14  0.329



(2)
Entry from the Open Molecules 2025 dataset: the ion C6H12N with charge +1 (the ωB97M-V functional and the def2-TZVPD basis).

Calculated values
- Relative energy (zero: lowest compared OMol25 entry of this formula, charge and spin): 77.2 kcal/mol
- Structure (SMILES): C#C[NH2+]C(C)(C)C
- Lowest unoccupied orbital energy: -0.1250 Ha
- HOMO-LUMO gap: 12.1 eV
- Maximum force: 0.0789 Eh/bohr
- E_HOMO: -15.5 eV
- Total charge: +1

Last column: Mulliken charge in e.
Cartesian coordinates (Å):
1 N 0.25 -1.03 -0.59  -0.134
2 C -1.29 -0.79 -2.57  -0.177
3 C 0.78 1.26 -0.34  -1.530
4 C 0.97 -0.28 1.66  -1.514
5 C -1.32 0.39 0.79  -1.429
6 C 0.14 0.17 0.46  1.207
7 C -0.70 -0.95 -1.56  -0.274
8 H -1.97 0.58 -0.01  0.407
9 H 1.04 0.71 2.17  0.398
10 H 0.30 -1.96 -0.08  0.446
11 H 0.45 1.30 -1.42  0.360
12 H 0.53 -1.08 2.20  0.460
13 H -1.64 -0.58 1.23  0.410
14 H 1.84 1.08 -0.64  0.422
15 H -2.03 -0.97 -3.32  0.420
16 H 2.11 -0.41 1.49  0.367
17 H 0.79 2.29 0.06  0.372
18 H 1.12 -1.00 -1.01  0.398
19 H -1.38 1.25 1.48  0.391



(3)
Entry from the Open Molecules 2025 dataset: a structure of composition C26H28N4O2S (the ωB97M-V functional and the def2-TZVPD basis).

Calculated values
- Relative energy (zero: lowest compared OMol25 entry of this formula, charge and spin): 477.5 kcal/mol
- Lowest unoccupied orbital energy: -0.0417 Ha
- HOMO-LUMO gap: 7.1 eV
- Maximum force: 0.3051 Eh/bohr
- E_HOMO: -8.2 eV

Last column: Mulliken charge in e.
Cartesian coordinates (Å):
1 S -3.72 -2.42 0.05  -0.147
2 O -5.97 1.74 0.23  -0.481
3 O 0.11 1.85 -1.84  -0.751
4 N -0.98 5.17 1.33  -0.438
5 N -1.74 2.31 -0.62  0.139
6 N 2.81 -0.64 0.12  -0.912
7 N 3.99 0.02 0.22  0.733
8 C -3.24 -3.97 -0.58  -0.787
9 C -3.07 -5.00 1.86  -1.069
10 C -2.11 -1.79 0.23  0.925
11 C 2.31 1.56 0.53  -0.177
12 C 6.27 0.47 0.18  -0.761
13 C -2.35 -4.85 0.39  -0.498
14 C 7.78 -0.20 0.01  -0.380
15 C 7.83 -1.51 -0.47  -0.416
16 C 0.18 2.96 0.32  0.610
17 C 0.53 -0.52 0.19  1.338
18 C -0.54 2.29 -0.52  0.929
19 C -1.14 -1.92 -0.95  -0.943
20 C -0.54 4.22 1.04  -0.397
21 C 5.19 -0.47 -0.02  0.805
22 C -6.96 0.88 -0.60  -0.750
23 C 5.39 -1.52 -0.69  0.088
24 C -2.64 1.80 -1.61  -0.525
25 C 6.75 -2.29 -0.77  -0.855
26 C 1.40 2.67 1.03  -1.198
27 C -4.22 1.91 -1.21  -1.801
28 C -4.61 1.28 0.05  0.475
29 C 3.55 1.37 0.63  -0.037
30 C 0.15 -1.23 -0.75  -0.156
31 C 1.80 0.11 0.12  -0.588
32 C -0.56 -0.11 1.02  0.030
33 C -1.77 -0.70 0.93  -0.860
34 H 1.76 3.37 1.86  0.392
35 H 8.70 0.51 0.16  0.285
36 H 1.00 -1.61 -1.44  0.219
37 H -4.04 -5.44 1.73  0.337
38 H -7.92 1.00 -0.06  0.294
39 H -2.49 2.11 -2.48  0.828
40 H -2.35 -5.89 -0.12  0.314
41 H -6.71 -0.13 -0.40  0.237
42 H -1.22 -2.91 -1.74  0.049
43 H -2.47 -0.37 1.97  0.007
44 H 8.76 -1.78 -0.74  0.425
45 H -2.94 -4.07 -1.59  0.543
46 H -4.03 1.91 0.87  0.374
47 H -4.72 1.58 -1.89  1.054
48 H -2.39 -5.63 2.34  0.421
49 H -1.61 -4.34 0.54  0.496
50 H -4.32 3.07 -1.27  0.257
51 H -3.16 -4.04 2.51  0.224
52 H -0.18 0.52 2.01  0.184
53 H 6.73 -3.09 -1.27  0.573
54 H -6.97 1.15 -1.52  0.385
55 H -2.25 2.63 0.13  0.057
56 H 4.19 2.17 0.75  0.362
57 H 6.37 1.32 0.77  0.338
58 H 4.33 -2.10 -0.76  0.227
59 H -2.42 0.48 -1.38  -0.078
60 H -4.37 -4.66 -0.73  0.300
61 H -4.48 0.23 -0.23  -0.245



(4)
Entry from the Open Molecules 2025 dataset: the ion C5H13O3Si with charge +1 (the ωB97M-V functional and the def2-TZVPD basis).

Calculated values
- Relative energy (zero: lowest compared OMol25 entry of this formula, charge and spin): 101.1 kcal/mol
- Lowest unoccupied orbital energy (alpha / beta): -0.1744 / -0.2247 Ha
- HOMO-LUMO gap (alpha / beta): 9.9 / 5.6 eV
- Maximum force: 0.1070 Eh/bohr
- E_HOMO (alpha / beta): -14.7 / -11.7 eV
- Total charge: +1

Last column: Mulliken charge in e.
Cartesian coordinates (Å):
1 Si 0.91 0.37 0.47  0.129
2 O -0.49 0.18 -0.60  0.098
3 O -2.22 -0.89 1.45  -0.331
4 O 1.85 -0.81 -0.07  -0.178
5 C 2.96 -1.48 0.59  -0.751
6 C -0.72 -1.09 -1.28  -0.673
7 C -1.81 0.79 -0.18  -0.549
8 C 1.31 2.27 0.38  -0.943
9 C -2.81 -0.26 0.50  -0.268
10 H -3.11 -0.86 -0.42  0.354
11 H -1.08 -1.82 -0.43  0.386
12 H 2.35 2.42 0.76  0.378
13 H 0.24 -1.46 -1.64  0.305
14 H -1.57 1.62 0.55  0.378
15 H 3.48 -1.05 1.35  0.398
16 H -1.46 -1.00 -2.23  0.286
17 H 1.10 2.48 -0.76  0.288
18 H 0.77 2.89 1.15  0.342
19 H 2.47 -2.26 0.98  0.355
20 H 3.65 -1.80 -0.25  0.233
21 H -3.73 0.47 0.71  0.326
22 H -2.09 1.28 -1.02  0.437



(5)
Entry from the Open Molecules 2025 dataset: a cluster of 2 separate species, C3H8NS in total (the ωB97M-V functional and the def2-TZVPD basis).

Calculated values
- Relative energy (zero: lowest compared OMol25 entry of this formula, charge and spin): 38.4 kcal/mol
- Lowest unoccupied orbital energy: -0.1529 Ha
- HOMO-LUMO gap: 8.2 eV
- Maximum force: 0.1081 Eh/bohr
- E_HOMO: -12.4 eV
- Total charge: +1

Last column: Mulliken charge in e.
Cartesian coordinates (Å):
1 S 0.04 1.79 0.24  -0.460
2 N 2.78 -0.16 0.31  -0.347
3 C -1.64 -0.49 -0.73  -0.335
4 C -2.41 0.22 0.42  -0.496
5 C -1.05 0.67 0.00  0.360
6 H 2.60 -0.79 -0.50  0.418
7 H -1.26 -1.51 -0.70  0.282
8 H -3.21 0.83 0.05  0.249
9 H 2.08 0.52 0.23  0.014
10 H -1.96 -0.30 -1.78  0.223
11 H 3.75 0.23 0.09  0.423
12 H -2.67 -0.24 1.30  0.290
13 H 2.95 -0.77 1.08  0.379



(6)
Entry from the Open Molecules 2025 dataset: a structure of composition C16H19AgGeN4O3S (the ωB97M-V functional and the def2-TZVPD basis).

Calculated values
- Relative energy (zero: lowest compared OMol25 entry of this formula, charge and spin): 0.0 kcal/mol
- Lowest unoccupied orbital energy (alpha / beta): 0.1641 / 0.1641 Ha
- HOMO-LUMO gap (alpha / beta): 2.7 / 2.7 eV
- Maximum force: 0.0676 Eh/bohr
- E_HOMO (alpha / beta): 1.8 / 1.8 eV
- Total charge: -2

Last column: Mulliken charge in e.
Cartesian coordinates (Å):
1 Ag 0.50 0.79 -0.43  -0.412
2 Ge 0.63 2.89 -3.14  0.551
3 S 1.43 -2.61 -0.20  -0.280
4 O 0.80 3.09 0.58  -0.425
5 O 2.50 3.65 1.77  -0.748
6 O 2.41 1.75 0.78  -0.564
7 N -0.88 -2.91 1.66  -0.147
8 N -1.08 0.67 1.36  0.193
9 N 1.91 2.85 1.06  1.007
10 N 0.55 -1.42 0.54  -0.177
11 C -1.81 1.71 1.83  -0.295
12 C -1.23 -0.52 1.92  0.586
13 C 1.82 -5.16 0.51  -0.776
14 C -0.44 -1.66 1.37  0.239
15 C 0.29 -6.43 1.87  -0.615
16 C 0.83 1.03 -2.40  -0.636
17 C -0.49 -5.31 2.07  -0.624
18 C -2.76 1.56 2.84  -0.822
19 C -2.92 0.33 3.43  -0.392
20 C -0.15 -4.10 1.46  0.099
21 C 1.46 -6.35 1.13  -0.451
22 C 1.00 -4.05 0.66  0.809
23 C -0.84 3.86 -2.29  -1.262
24 C 0.33 3.15 -5.01  -1.249
25 C 2.19 3.93 -2.79  -1.113
26 C -2.13 -0.74 2.99  -0.663
27 H 1.15 2.70 -5.58  0.363
28 H -3.62 0.14 4.23  0.375
29 H -1.79 -3.07 2.09  0.245
30 H -0.87 4.86 -2.75  0.392
31 H 2.07 -7.24 0.99  0.294
32 H -0.02 -7.37 2.30  0.343
33 H 0.32 4.22 -5.21  0.326
34 H 2.41 3.95 -1.74  0.264
35 H -1.35 -5.36 2.73  0.295
36 H 3.04 3.52 -3.33  0.355
37 H -3.35 2.42 3.14  0.366
38 H 0.28 0.32 -3.05  0.243
39 H -0.60 2.70 -5.37  0.356
40 H -2.24 -1.71 3.47  0.284
41 H 2.75 -5.06 -0.04  0.368
42 H -1.60 2.66 1.35  0.350
43 H -0.67 3.97 -1.23  0.314
44 H 1.99 4.97 -3.10  0.346
45 H -1.81 3.39 -2.45  0.290